Record 1
{"formula": "C13H25N3OPS2", "method": "ωB97M-V with the def2-TZVPD basis set", "e_lumo_ev": -4.05, "homo_lumo_gap_ev": 7.26, "multiplicity": 1, "homo_energy_ev": -11.3, "charge": 1, "species": ["C", "C", "P", "C", "C", "N", "C", "C", "C", "C", "N", "C", "N", "C", "C", "S", "H", "H", "H", "H", "H", "H", "H", "H", "H", "H", "H", "H", "H", "H", "H", "H", "H", "H", "H", "C", "S", "O", "C", "H", "H", "H", "H", "H", "H"], "positions_angstrom": [[2.26540, 0.33835, 1.60626], [2.88268, 1.58443, 0.96000], [1.68680, 2.63924, 0.00452], [2.45966, 2.98877, -1.64069], [0.19265, 1.57415, -0.26658], [-0.91614, 2.00618, 0.30649], [-2.10359, 1.38366, 0.28535], [-3.19867, 2.07027, 1.05739], [-4.63546, 1.66783, 0.78525], [-5.25162, 1.85671, -0.56937], [-5.35612, 1.15478, 1.70283], [-2.15137, 0.19390, -0.38236], [-3.34196, -0.55471, -0.42408], [-1.02064, -0.28961, -1.00410], [0.14834, 0.39571, -0.95519], [1.56303, -0.34652, -1.73426], [1.25853, 0.52175, 1.97159], [2.24680, -0.50838, 0.93498], [2.86193, 0.05812, 2.46740], [3.26192, 2.21066, 1.75730], [3.71416, 1.34217, 0.30634], [3.50316, 2.70927, -1.56642], [2.39585, 4.05728, -1.78246], [1.97140, 2.46929, -2.45118], [-0.83590, 2.89416, 0.80112], [-2.95342, 1.98345, 2.11272], [-3.11442, 3.13814, 0.83672], [-4.55075, 1.57504, -1.34683], [-6.11203, 1.21097, -0.61751], [-5.53896, 2.89809, -0.69325], [-4.83816, 1.07291, 2.57688], [-3.23523, -1.33204, -1.06043], [-3.62982, -0.90138, 0.48243], [-1.10179, -1.24226, -1.49981], [1.52728, 0.23672, -2.94398], [3.91397, -3.38270, -0.36094], [2.18050, -3.65596, 0.02646], [1.96532, -3.20070, 1.42620], [2.27313, -5.44890, 0.04754], [4.09056, -2.30845, -0.38163], [4.53716, -3.84208, 0.40596], [4.13853, -3.80766, -1.33926], [3.00644, -5.76824, 0.78767], [2.54953, -5.80869, -0.94344], [1.29129, -5.83375, 0.31437]], "nbo_charge": [-0.61, -0.68, 0.74, -0.91, -0.01, -0.42, 0.22, -0.53, 0.32, -0.67, -0.58, 0.20, -0.81, -0.14, -0.19, 0.03, 0.19, 0.22, 0.24, 0.24, 0.23, 0.25, 0.25, 0.23, 0.45, 0.25, 0.25, 0.22, 0.26, 0.24, 0.33, 0.39, 0.40, 0.25, 0.15, -0.83, 1.24, -0.99, -0.83, 0.23, 0.24, 0.23, 0.24, 0.23, 0.24]}

Record 2
{"formula": "C13H26", "method": "ωB97M-V with the def2-TZVPD basis set", "e_lumo_ev": [0.83, 0.81], "homo_lumo_gap_ev": [8.06, 8.14], "multiplicity": 1, "homo_energy_ev": [-7.2, -7.3], "species": ["C", "C", "C", "C", "H", "H", "H", "H", "H", "H", "H", "H", "H", "C", "C", "C", "C", "C", "C", "C", "C", "C", "H", "H", "H", "H", "H", "H", "H", "H", "H", "H", "H", "H", "H", "H", "H", "H", "H"], "positions_angstrom": [[-1.95025, 0.62131, 1.41231], [-0.70398, -0.29424, 1.25985], [0.53444, 0.34036, 0.76997], [1.80737, 0.25479, 1.50497], [-2.87463, 0.03356, 1.48428], [-1.81980, 1.20946, 2.32852], [-2.06564, 1.33497, 0.58392], [-0.45125, -0.75797, 2.23289], [-1.01044, -1.12385, 0.59754], [0.40139, 1.15907, 0.01951], [2.31327, 1.23174, 1.47024], [1.65040, -0.10047, 2.53511], [2.52691, -0.45226, 1.06862], [4.09462, -1.02928, -3.13571], [2.71554, -1.20925, -2.50696], [2.82708, -1.80433, -1.08838], [1.50012, -2.02492, -0.49076], [0.57958, -2.81123, -1.30566], [0.39550, -2.24028, -2.72924], [1.77365, -2.03689, -3.37837], [-0.40444, -3.23389, -3.55965], [-0.36931, -0.91306, -2.63103], [4.60034, -1.98784, -3.30456], [4.00330, -0.53386, -4.10938], [4.74436, -0.41566, -2.49614], [2.26594, -0.20767, -2.43250], [3.27919, -2.82484, -1.14324], [3.52282, -1.19281, -0.49378], [1.43891, -2.14487, 0.59524], [1.01913, -3.82859, -1.33998], [-0.40426, -2.88493, -0.82388], [1.66132, -1.53265, -4.35219], [2.24167, -3.01506, -3.56993], [-0.58919, -2.83897, -4.56118], [0.09680, -4.19982, -3.66259], [-1.37645, -3.41323, -3.10008], [-0.39957, -0.40765, -3.61037], [-1.40158, -1.12013, -2.31415], [0.08702, -0.24035, -1.89286]], "nbo_charge": [-0.60, -0.48, -0.08, -0.68, 0.21, 0.20, 0.20, 0.20, 0.21, 0.18, 0.22, 0.21, 0.22, -0.60, -0.21, -0.49, -0.06, -0.48, -0.04, -0.39, -0.60, -0.62, 0.20, 0.21, 0.21, 0.20, 0.20, 0.21, 0.18, 0.21, 0.21, 0.21, 0.20, 0.21, 0.21, 0.20, 0.21, 0.21, 0.22]}

Record 3
{"formula": "C13H26BI2NO6PSi", "method": "ωB97M-V with the def2-TZVPD basis set", "e_lumo_ev": 2.36, "homo_lumo_gap_ev": 7.93, "multiplicity": 1, "homo_energy_ev": -5.6, "charge": -1, "species": ["C", "C", "O", "N", "C", "C", "O", "B", "C", "C", "O", "Si", "C", "C", "C", "C", "P", "O", "O", "O", "C", "I", "C", "C", "I", "H", "H", "H", "H", "H", "H", "H", "H", "H", "H", "H", "H", "H", "H", "H", "H", "H", "H", "H", "H", "H", "H", "H", "H", "H", "H"], "positions_angstrom": [[0.91394, -2.79125, 1.41223], [1.11535, -1.31871, 1.15405], [1.00189, -0.51113, 2.05658], [1.37500, -0.91250, -0.13150], [1.46034, -1.93183, -1.11274], [2.70260, -2.78908, -1.08890], [0.61070, -2.10129, -1.94851], [0.91059, 0.53312, -0.56622], [-0.64976, 0.79661, -0.11051], [-1.66159, -0.31792, -0.30774], [-2.55499, -0.48079, 0.83658], [-3.99650, 0.28989, 0.79717], [-4.68404, 0.24211, 2.53370], [-3.86351, 2.07966, 0.27287], [-5.21651, -0.57068, -0.35246], [1.78340, 1.83097, 0.09399], [3.20705, 1.74267, 1.15118], [4.28947, 2.70294, 0.80958], [2.63521, 1.91998, 2.63086], [3.83974, 0.25704, 1.20862], [1.15276, 0.68197, -2.22356], [-0.53506, 0.90389, -3.46957], [2.35160, 0.68005, -2.78554], [3.64577, 0.64149, -1.99953], [2.75130, 0.79578, -4.86992], [0.16177, -3.21298, 0.74425], [0.59992, -2.90348, 2.44672], [1.84527, -3.34455, 1.27291], [3.32168, -2.57560, -0.21833], [2.41736, -3.84060, -1.08919], [3.28147, -2.57056, -1.98645], [-1.00136, 1.73948, -0.54322], [-0.61060, 0.96033, 0.97179], [-1.17314, -1.28274, -0.43237], [-2.27598, -0.14846, -1.19694], [-4.88606, -0.77448, 2.87392], [-4.00320, 0.72873, 3.23453], [-5.62603, 0.79912, 2.54951], [-3.21431, 2.61859, 0.96718], [-3.42824, 2.18206, -0.72306], [-4.84703, 2.55512, 0.28561], [-4.99629, -1.63715, -0.40439], [-6.22815, -0.42713, 0.03467], [-5.16883, -0.14508, -1.35646], [1.09896, 2.46682, 0.66360], [2.15940, 2.45991, -0.71755], [3.33622, 1.73557, 3.26974], [4.70124, 0.31082, 0.77237], [3.78861, 1.58097, -1.45941], [3.65901, -0.18328, -1.29053], [4.50351, 0.53560, -2.65961]], "nbo_charge": [-0.72, 0.71, -0.62, -0.73, 0.76, -0.73, -0.57, 0.56, -0.74, -0.06, -0.91, 1.92, -1.13, -1.15, -1.15, -1.10, 2.37, -1.15, -0.98, -1.00, -0.34, 0.11, -0.19, -0.69, 0.05, 0.23, 0.24, 0.22, 0.22, 0.23, 0.24, 0.21, 0.25, 0.18, 0.17, 0.23, 0.24, 0.22, 0.24, 0.24, 0.22, 0.24, 0.22, 0.23, 0.26, 0.25, 0.49, 0.50, 0.24, 0.22, 0.22]}

Record 4
{"formula": "C13H26BIN2O6", "method": "ωB97M-V with the def2-TZVPD basis set", "e_lumo_ev": 3.96, "homo_lumo_gap_ev": 3.58, "multiplicity": 1, "relative_energy_kj_mol": 57.3, "homo_energy_ev": 0.4, "charge": -2, "species": ["C", "C", "C", "I", "B", "C", "C", "C", "O", "O", "C", "O", "O", "H", "H", "H", "H", "H", "H", "H", "H", "H", "H", "H", "H", "C", "O", "N", "C", "C", "H", "H", "H", "H", "H", "H", "H", "C", "O", "N", "C", "C", "H", "H", "H", "H", "H", "H", "H"], "positions_angstrom": [[3.43868, -1.24351, -3.69557], [1.96088, -1.18193, -4.19202], [0.93972, -0.65187, -3.13173], [1.72854, -0.37328, -1.11871], [-0.44569, -1.54115, -3.01890], [-1.48563, -1.26127, -4.28781], [-2.58498, -0.20266, -3.91052], [-1.99092, 1.19263, -3.91066], [-1.77832, 1.87025, -4.86973], [-1.63301, 1.67611, -2.65212], [-0.22675, -3.14677, -2.79029], [0.89034, -3.73370, -2.75256], [-1.29479, -3.83648, -2.59971], [3.57622, -2.00211, -2.91424], [4.08806, -1.53969, -4.54742], [3.79694, -0.25610, -3.36209], [1.71374, -2.18745, -4.55984], [1.99769, -0.50557, -5.07069], [0.64081, 0.36152, -3.47097], [-1.04085, -1.13476, -2.03692], [-0.93874, -0.96908, -5.20968], [-2.04949, -2.18478, -4.50630], [-2.97891, -0.38059, -2.89703], [-3.46811, -0.25435, -4.57984], [-0.67809, 1.84482, -2.69530], [2.32553, 1.51090, 3.00462], [1.98840, 1.55864, 1.84354], [2.18724, 0.42363, 3.80002], [2.60498, 0.42510, 5.18298], [1.59767, -0.78331, 3.23592], [2.78472, 2.37369, 3.52136], [3.36404, -0.34786, 5.33554], [1.74435, 0.21637, 5.82387], [3.02336, 1.39281, 5.45617], [2.19752, -1.12292, 2.39034], [0.59204, -0.56639, 2.87515], [1.55338, -1.56629, 3.99098], [-1.94606, 2.01686, 4.88082], [-0.91400, 2.61931, 5.12427], [-2.31522, 1.55829, 3.67271], [-3.56219, 0.84864, 3.47020], [-1.43929, 1.77719, 2.52799], [-2.68663, 1.79263, 5.66996], [-3.35266, -0.15020, 3.08285], [-4.17588, 1.39188, 2.74860], [-4.11025, 0.75929, 4.40793], [-0.47171, 1.31761, 2.71795], [-1.29049, 2.84826, 2.38740], [-1.87621, 1.34762, 1.62948]], "nbo_charge": [-0.61, -0.43, -0.45, -0.04, -0.09, -0.60, -0.51, 0.82, -0.62, -0.75, 0.61, -0.85, -0.87, 0.23, 0.17, 0.19, 0.24, 0.17, 0.16, -0.06, 0.18, 0.23, 0.23, 0.19, 0.50, 0.53, -0.59, -0.44, -0.39, -0.42, 0.09, 0.18, 0.19, 0.20, 0.24, 0.22, 0.19, 0.53, -0.65, -0.42, -0.40, -0.42, 0.09, 0.21, 0.20, 0.19, 0.23, 0.21, 0.23]}

Record 5
{"formula": "C13H26BeNO13", "method": "ωB97M-V with the def2-TZVPD basis set", "e_lumo_ev": -7.30, "homo_lumo_gap_ev": 4.16, "multiplicity": 1, "homo_energy_ev": -11.5, "charge": 1, "species": ["Be", "N", "O", "O", "O", "C", "C", "C", "O", "C", "H", "H", "H", "H", "H", "H", "H", "H", "C", "O", "C", "O", "O", "C", "H", "H", "H", "H", "H", "H", "C", "O", "C", "O", "O", "C", "H", "H", "H", "H", "H", "H", "C", "O", "C", "O", "O", "C", "H", "H", "H", "H", "H", "H"], "positions_angstrom": [[-7.79868, -21.62256, 4.95154], [-10.08041, -20.82240, 3.59760], [-10.76557, -20.37835, 2.71316], [-9.89099, -20.21416, 4.67013], [-9.38043, -21.89921, 3.45597], [-10.61570, -19.19220, -0.59404], [-9.10264, -19.14630, -0.39136], [-8.56875, -20.06635, -1.47542], [-9.56097, -21.08154, -1.59743], [-10.85107, -20.46135, -1.44080], [-10.98704, -18.33774, -1.15123], [-11.03385, -19.33492, 0.40159], [-8.80078, -19.64985, 0.53088], [-8.71865, -18.12932, -0.44249], [-7.53586, -20.38796, -1.32820], [-8.47236, -19.53022, -2.43143], [-11.60746, -21.19519, -1.18512], [-11.04225, -20.05451, -2.44100], [-14.25882, -19.18874, 2.78903], [-15.63328, -19.48883, 2.72316], [-16.26839, -19.56072, 1.55682], [-15.83423, -19.08060, 0.54366], [-17.48895, -20.03979, 1.77097], [-18.40817, -19.92770, 0.67008], [-13.72201, -20.10733, 3.04312], [-13.85788, -18.49201, 3.52353], [-13.92966, -18.88443, 1.79548], [-18.37530, -20.82829, 0.06412], [-18.32529, -18.95490, 0.19293], [-19.40412, -19.89779, 1.11457], [-9.46939, -18.19059, 7.05055], [-8.77091, -18.67756, 8.19754], [-8.02828, -19.74815, 8.07446], [-7.94441, -20.42561, 7.05552], [-7.40090, -19.94905, 9.20894], [-6.59313, -21.12853, 9.30654], [-10.38188, -18.69196, 6.71831], [-8.91541, -18.08211, 6.11973], [-9.89360, -17.22324, 7.31284], [-5.86183, -20.89959, 10.07573], [-6.09809, -21.40581, 8.37933], [-7.24979, -21.93345, 9.63598], [-7.99574, -22.82456, 0.95668], [-6.59008, -22.72050, 1.03922], [-5.96971, -22.10704, 2.00286], [-6.53160, -21.50256, 2.93009], [-4.69386, -22.29466, 1.85812], [-3.77906, -21.77124, 2.82535], [-8.38852, -22.93488, 1.96672], [-8.30317, -23.62047, 0.28786], [-8.44704, -21.89720, 0.59937], [-2.91592, -21.34820, 2.32074], [-3.51694, -22.56524, 3.52084], [-4.22085, -20.94353, 3.37952]], "nbo_charge": [1.68, 0.71, -0.33, -0.53, -0.64, -0.44, -0.42, -0.08, -0.54, -0.07, 0.22, 0.22, 0.18, 0.22, 0.19, 0.16, 0.20, 0.17, -0.27, -0.50, 0.99, -0.64, -0.49, -0.26, 0.18, 0.19, 0.21, 0.20, 0.21, 0.20, -0.29, -0.44, 1.04, -0.81, -0.44, -0.26, 0.22, 0.20, 0.22, 0.22, 0.18, 0.20, -0.27, -0.44, 1.04, -0.82, -0.44, -0.27, 0.20, 0.23, 0.21, 0.23, 0.20, 0.20]}